Record 1
Entry from the OMol25 dataset: a structure of composition C15H29BrF9N8O4PS2 (ωB97M-V with the def2-TZVPD basis set).

Each line ends with the Mulliken charge.
Positions of all 69 atoms, in Å:
C (-2.042, 6.187, -2.252)  -0.89
C (-3.108, 4.948, -1.927)  -0.45
P (-2.733, 3.335, -2.876)  -0.15
C (-1.835, 3.878, -4.481)  -0.49
C (-1.199, 2.588, -5.318)  -0.86
C (-1.603, 2.139, -1.908)  0.28
C (-1.022, 3.146, -0.702)  -1.57
N (-0.236, 2.038, 0.037)  0.40
C (0.268, 2.878, 1.182)  -0.41
C (1.937, 2.890, 1.311)  -0.73
C (2.568, 1.458, 1.791)  -0.56
Br (2.914, 0.375, 0.141)  -0.15
C (-1.306, 0.999, 0.278)  0.10
N (-1.445, 0.106, 1.350)  0.30
N (-0.494, 0.023, 2.395)  -0.47
C (-2.603, -0.856, 1.528)  -1.50
C (-2.192, -2.416, 1.786)  1.18
N (-0.861, -2.862, 1.255)  -0.53
N (-2.121, -2.590, 3.318)  -0.77
N (-3.354, -3.311, 1.338)  -0.75
N (-2.250, 1.126, -0.937)  0.06
C (-2.461, -0.091, -1.793)  0.71
F (-1.626, -1.270, -1.449)  -0.23
F (-3.945, -0.382, -1.745)  -0.27
F (-2.219, 0.137, -3.268)  -0.21
H (-0.920, 5.856, -2.220)  0.20
H (-2.264, 6.492, -3.380)  0.29
H (-2.281, 7.144, -1.611)  0.30
H (-3.285, 4.802, -0.759)  0.32
H (-4.157, 5.341, -2.340)  0.39
H (-0.923, 4.607, -4.291)  0.32
H (-2.622, 4.403, -5.183)  0.33
H (-0.462, 3.051, -6.106)  0.34
H (-2.054, 1.941, -5.812)  0.27
H (-0.553, 1.892, -4.612)  0.20
H (-0.552, 1.828, -2.383)  0.36
H (-0.399, 4.028, -1.153)  0.37
H (-1.879, 3.357, 0.067)  0.51
H (-0.004, 4.025, 0.991)  0.34
H (-0.239, 2.635, 2.232)  0.28
H (2.155, 3.686, 2.174)  0.36
H (2.410, 3.336, 0.338)  0.25
H (1.980, 0.906, 2.638)  0.26
H (3.641, 1.706, 2.252)  0.40
H (-0.968, -0.203, 3.297)  0.28
H (0.264, -0.652, 2.156)  0.19
H (-3.145, -0.498, 2.532)  0.49
H (-3.429, -0.809, 0.707)  0.19
H (-0.410, -2.192, 0.599)  0.25
H (-0.187, -3.107, 2.013)  0.16
H (-3.065, -2.407, 3.748)  0.27
H (-1.895, -3.577, 3.569)  0.29
H (-4.167, -3.098, 1.990)  0.33
H (-3.033, -4.286, 1.610)  0.37
C (6.094, -5.466, -0.674)  0.64
F (7.400, -5.488, -1.065)  -0.21
F (5.436, -4.684, -1.580)  -0.24
F (5.617, -6.734, -0.865)  -0.24
S (5.867, -4.889, 1.041)  0.97
O (6.405, -3.526, 1.040)  -0.64
O (6.624, -5.846, 1.851)  -0.63
N (4.285, -5.019, 1.089)  -0.26
S (3.698, -4.597, 2.501)  0.94
O (3.776, -3.173, 2.837)  -0.63
O (3.974, -5.505, 3.617)  -0.65
C (1.939, -4.876, 2.112)  0.76
F (1.681, -6.172, 1.761)  -0.24
F (1.509, -4.116, 1.061)  -0.27
F (1.106, -4.591, 3.156)  -0.26

Summary:
**2S+1**: 1
**Kohn-Sham gap**: 0.22696 hartree



Record 2
Entry from the OMol25 dataset: a structure of composition C15H29BrGaHgN4O2S (ωB97M-V with the def2-TZVPD basis set).

Each line ends with the Mulliken charge.
Positions of all 54 atoms, in Å:
C (0.247, -5.169, -0.058)  -1.32
C (0.047, -3.688, 0.535)  -0.20
N (-1.054, -2.934, -0.114)  -0.01
Ga (-0.809, -1.016, 0.271)  -0.40
Br (0.525, -0.977, 2.335)  -0.41
C (0.118, -0.042, -1.303)  0.06
C (-0.330, 1.497, -1.464)  -0.56
C (0.975, 2.344, -1.945)  -0.92
C (1.966, 2.489, -0.666)  0.35
C (3.307, 1.606, -0.782)  -0.92
C (3.612, 0.954, 0.663)  -0.01
C (4.699, 1.859, 1.417)  -0.62
S (4.082, 2.781, 2.905)  -0.14
C (2.262, 2.712, 3.024)  0.34
N (1.226, 3.418, 2.353)  -0.12
N (-0.042, 3.095, 2.738)  -0.43
C (0.146, 2.112, 3.786)  0.04
O (1.522, 1.882, 3.931)  -0.21
C (-2.634, -0.155, 0.813)  -0.11
C (-3.896, -0.923, 0.222)  -0.13
O (-4.484, -1.735, 0.987)  -0.51
N (-4.474, -0.740, -1.121)  0.09
C (-4.980, 0.650, -1.326)  -0.86
C (-3.567, -1.195, -2.213)  -0.41
H (0.638, -5.177, -1.141)  0.37
H (1.015, -5.716, 0.604)  0.42
H (-0.701, -5.812, -0.025)  0.35
H (1.079, -3.158, 0.430)  0.15
H (-0.212, -3.756, 1.648)  0.30
H (-1.080, -3.096, -1.133)  0.36
H (-0.240, -0.572, -2.261)  0.49
H (1.257, -0.156, -1.295)  0.22
H (-0.654, 1.949, -0.453)  0.21
H (-1.213, 1.645, -2.167)  0.40
H (0.649, 3.415, -2.210)  0.31
H (1.496, 1.864, -2.845)  0.33
H (2.188, 3.581, -0.403)  0.48
H (1.373, 2.055, 0.220)  -0.45
H (4.152, 2.310, -1.128)  0.40
H (3.223, 0.818, -1.622)  0.31
H (2.685, 0.704, 1.269)  -0.23
H (4.127, -0.056, 0.441)  0.38
H (5.202, 2.619, 0.726)  0.32
H (5.521, 1.144, 1.796)  0.37
H (-0.687, 1.618, 4.387)  0.37
H (-2.716, -0.237, 1.960)  0.38
H (-2.608, 0.965, 0.581)  0.44
H (-5.772, 0.607, -2.142)  0.34
H (-5.529, 0.946, -0.357)  0.35
H (-4.177, 1.405, -1.616)  0.28
H (-4.147, -1.988, -2.820)  0.31
H (-3.337, -0.351, -2.948)  0.29
H (-2.615, -1.708, -1.861)  -0.11
Hg (2.618, -4.685, -0.619)  0.30

Summary:
**2S+1**: 1
**Charge**: +1
**Kohn-Sham gap**: 0.10554 hartree



Record 3
Entry from the OMol25 dataset: a structure of composition C15H29Cl10CuO4 (ωB97M-V with the def2-TZVPD basis set).

Each line ends with the Mulliken charge.
Positions of all 59 atoms, in Å:
Cu (-1.018, -0.065, 5.548)  0.97
C (-0.475, -0.297, 1.254)  -0.26
O (-1.335, -0.376, 2.377)  -0.32
H (0.191, 0.560, 1.356)  0.22
H (0.243, -1.108, 1.374)  0.17
H (-0.953, -0.315, 0.275)  0.21
C (4.690, 5.836, 3.020)  -1.37
C (3.663, 5.844, 1.866)  0.33
C (2.471, 4.894, 2.089)  -0.41
O (1.349, 5.749, 1.916)  -0.31
C (1.754, 7.014, 2.084)  0.66
O (0.992, 7.980, 2.187)  -0.59
O (3.039, 7.102, 2.014)  -0.32
H (5.347, 6.700, 3.122)  0.35
H (5.387, 4.998, 3.030)  0.35
H (4.135, 5.929, 3.953)  0.35
H (4.067, 5.909, 0.856)  0.34
H (2.638, 4.486, 3.086)  0.25
H (2.507, 3.995, 1.473)  0.36
Cl (-0.417, -1.997, -3.885)  -0.20
C (-2.168, -1.466, -3.980)  -0.38
C (-2.859, -1.979, -5.252)  -0.40
Cl (-2.078, -1.260, -6.589)  -0.17
H (-2.336, -0.389, -3.963)  0.32
H (-2.596, -1.865, -3.060)  0.20
H (-3.943, -1.867, -5.234)  0.33
H (-2.705, -3.049, -5.391)  0.28
Cl (4.375, -1.813, 1.182)  -0.22
C (3.656, -3.477, 1.327)  -0.55
C (3.158, -3.759, 2.714)  -0.35
Cl (2.655, -5.370, 2.661)  -0.17
H (4.418, -4.182, 0.993)  0.40
H (2.882, -3.474, 0.561)  0.31
H (2.493, -3.044, 3.198)  0.27
H (3.959, -3.761, 3.453)  0.31
Cl (3.883, 3.546, -2.602)  -0.18
C (2.886, 2.201, -3.191)  -0.37
C (2.271, 2.516, -4.590)  -0.41
Cl (3.531, 2.426, -5.886)  -0.18
H (2.182, 1.876, -2.424)  0.25
H (3.581, 1.377, -3.354)  0.29
H (1.785, 3.491, -4.627)  0.32
H (1.461, 1.859, -4.907)  0.27
Cl (-6.355, -2.771, -1.342)  -0.17
C (-6.054, -1.569, -0.063)  -0.29
C (-6.589, -0.214, -0.417)  -0.48
Cl (-5.796, 0.428, -1.797)  -0.16
H (-5.000, -1.307, 0.033)  0.16
H (-6.354, -1.944, 0.915)  0.33
H (-6.415, 0.531, 0.359)  0.28
H (-7.634, -0.153, -0.721)  0.33
Cl (-4.231, -6.484, 1.473)  -0.18
C (-2.768, -5.714, 2.195)  -0.50
C (-1.807, -5.200, 1.214)  -0.24
Cl (-1.050, -6.440, 0.183)  -0.16
H (-2.240, -6.505, 2.728)  0.33
H (-3.189, -4.931, 2.826)  0.29
H (-1.023, -4.687, 1.770)  0.18
H (-2.259, -4.415, 0.608)  0.28

Summary:
**2S+1**: 2
**Charge**: +1
**Kohn-Sham gap (spin up / spin down)**: 0.16549 / 0.16629 hartree



Record 4
Entry from the OMol25 dataset: a cluster of 5 separate species, C15H29FN2O14P in total (ωB97M-V with the def2-TZVPD basis set).

Each line ends with the Mulliken charge.
Positions of all 62 atoms, in Å:
O (-2.885, -3.980, -4.195)  -0.48
P (-3.182, -2.802, -5.391)  0.61
O (-2.224, -3.330, -6.690)  -0.52
C (-4.999, -3.097, -5.837)  -0.20
N (-5.879, -2.072, -5.434)  0.10
C (-7.121, -2.544, -5.831)  -0.23
N (-7.007, -3.761, -6.459)  0.03
C (-5.664, -4.194, -6.491)  0.35
F (-5.118, -5.311, -6.964)  -0.19
H (-3.653, -4.589, -4.194)  0.33
H (-1.310, -3.188, -6.363)  0.36
H (-5.659, -1.194, -4.951)  0.22
H (-8.070, -1.984, -5.640)  0.39
H (-7.799, -4.279, -6.851)  0.27
C (-3.093, -0.717, -3.174)  -0.27
O (-3.596, 0.602, -3.398)  -0.35
C (-3.689, 1.354, -2.285)  0.81
O (-3.393, 1.007, -1.175)  -0.55
O (-4.169, 2.553, -2.634)  -0.37
C (-4.322, 3.464, -1.540)  -0.62
H (-3.063, -1.231, -4.151)  -0.40
H (-2.081, -0.683, -2.767)  0.43
H (-3.757, -1.273, -2.506)  0.44
H (-3.359, 3.667, -1.071)  0.28
H (-5.031, 3.073, -0.811)  0.31
H (-4.716, 4.396, -1.942)  0.24
C (3.123, 1.751, -1.416)  -0.75
O (1.751, 2.151, -1.393)  -0.25
C (1.105, 1.969, -2.548)  0.76
O (1.574, 1.513, -3.559)  -0.56
O (-0.159, 2.383, -2.385)  -0.27
C (-0.972, 2.248, -3.549)  -0.49
H (3.539, 1.945, -0.429)  0.21
H (3.209, 0.684, -1.626)  0.34
H (3.681, 2.334, -2.149)  0.36
H (-1.048, 1.201, -3.845)  0.18
H (-0.578, 2.852, -4.367)  0.41
H (-1.965, 2.610, -3.304)  0.08
C (2.636, 2.058, 5.859)  -0.61
O (1.773, 1.315, 4.996)  -0.34
C (1.989, 1.520, 3.693)  0.75
O (2.820, 2.253, 3.219)  -0.55
O (1.120, 0.769, 3.004)  -0.34
C (1.240, 0.892, 1.588)  -0.60
H (2.370, 1.813, 6.885)  0.21
H (3.677, 1.780, 5.695)  0.30
H (2.496, 3.130, 5.712)  0.30
H (2.228, 0.568, 1.256)  0.26
H (1.045, 1.918, 1.272)  0.32
H (0.493, 0.244, 1.133)  0.29
C (8.317, 0.136, 8.782)  -0.62
O (7.685, -1.106, 8.471)  -0.32
C (6.474, -0.982, 7.917)  0.80
O (5.909, 0.053, 7.675)  -0.54
O (6.000, -2.211, 7.678)  -0.31
C (4.704, -2.232, 7.082)  -0.60
H (9.286, -0.089, 9.223)  0.22
H (8.475, 0.724, 7.878)  0.29
H (7.727, 0.697, 9.508)  0.29
H (4.718, -1.737, 6.110)  0.28
H (3.970, -1.765, 7.741)  0.28
H (4.425, -3.274, 6.937)  0.22

Summary:
**2S+1**: 1
**Charge**: +1
**Kohn-Sham gap**: 0.27797 hartree



Results for max |F|: 0.1138; 0.1186; 0.0991; 0.1029 (in hartree/bohr, following the order of the records).